(1)
107
Properties=species:S:1:pos:R:3:forces:R:3 method="wB97M-V/def2-TZVPD" fmax_ev_per_a=0.94 charge=-2 homo_ev=-1.529 e_lumo_ev=2.51 multiplicity=1 homo_lumo_gap_ha=0.148
H 1.39158 2.04456 2.31350 -0.049 0.022 0.040
C -3.32753 -3.00086 1.15082 0.014 -0.115 0.060
C 0.98695 1.05623 2.46268 -0.039 -0.119 -0.026
C -2.67531 7.48431 -1.55210 -0.176 -0.444 -0.228
C 2.46196 -3.61645 -7.71570 0.050 -0.006 -0.124
N 6.18144 -4.16018 2.52122 0.403 0.367 -0.501
H 3.74701 -5.24426 -7.16308 -0.008 -0.004 0.007
H -0.24653 -1.70288 1.56706 -0.021 -0.013 0.067
C 2.51854 -4.61683 -5.52205 0.027 0.064 -0.211
H -1.03503 6.96621 -0.28971 0.027 -0.003 -0.021
H 5.37480 1.70022 0.51215 0.016 0.035 -0.005
S -3.03361 3.02613 -2.48490 0.062 -0.357 -0.007
C 2.97783 -4.55437 -6.82970 0.005 -0.018 0.039
C -3.16247 2.03654 1.11456 -0.024 0.023 0.049
C 3.44589 1.34065 -3.07664 0.050 -0.038 0.119
C 2.11749 -2.69996 3.95573 0.311 -0.103 -0.109
C -6.11807 1.34615 0.87929 -0.043 -0.060 -0.118
H -8.06597 1.68355 1.70388 -0.007 0.001 -0.013
H 3.18328 1.50216 -4.10843 0.016 -0.004 -0.001
N 0.23978 -0.65990 3.37740 -0.050 -0.072 -0.214
C 1.52469 -3.74293 -5.06477 -0.079 -0.015 0.268
H -1.99002 0.69205 2.29434 -0.015 0.066 0.046
N 2.55051 0.96611 -2.13015 -0.216 -0.028 -0.066
H 2.81398 -3.57626 -8.74050 0.008 0.016 0.017
H -0.21451 -0.99589 5.33501 -0.069 0.022 -0.018
N 4.67365 1.50001 -2.62962 0.073 0.005 -0.174
H -0.97345 -4.88106 -0.40875 0.013 0.027 -0.019
C 4.28977 -3.71926 3.42599 0.819 -0.261 -0.387
H -3.71024 5.29837 1.85872 0.010 -0.001 -0.031
H -4.26408 3.60807 0.15625 0.009 0.029 -0.076
C 2.76538 -4.72788 5.09013 0.261 0.054 -0.203
O 4.54959 -2.70651 2.56506 -0.160 0.187 -0.043
C 6.32589 -2.19229 1.00760 0.036 0.443 -0.376
C 7.31690 -0.57696 -1.02405 -0.044 -0.048 0.094
C -3.68129 5.62463 -2.71387 0.042 0.164 0.077
H 2.92436 0.61803 -0.05888 0.005 0.021 -0.008
H 5.00947 -0.55909 1.44691 -0.011 0.029 -0.027
H -2.25758 4.70511 3.76923 -0.001 -0.010 0.005
N 5.24686 -4.59349 3.41934 -0.611 -0.057 0.460
C 3.27926 0.89077 -1.04184 0.071 0.015 -0.010
H -0.48364 -2.65013 -1.35505 -0.052 -0.010 0.004
C -1.55318 -4.02385 -0.09639 0.059 -0.085 0.001
C -2.52264 3.95254 3.03618 0.006 0.055 0.025
S -0.54896 4.25517 -0.51910 0.326 -0.365 0.103
C 7.36030 -2.65212 0.19432 -0.146 -0.125 0.185
H 0.27146 -2.09610 -5.61722 -0.022 -0.012 0.001
C 0.64803 -3.68499 5.56702 0.139 0.014 -0.083
H 1.08385 -1.98774 -7.94774 -0.005 -0.002 0.012
C 1.48829 -2.73136 -7.26874 -0.027 0.026 0.021
H 8.63015 -2.20833 -1.46692 0.002 -0.017 0.017
C -4.58185 7.86235 -3.07225 -0.289 0.207 -0.177
H -4.43549 5.24512 -3.39016 -0.004 -0.030 0.003
H -4.43024 -0.69725 1.48450 -0.003 -0.045 0.070
C 0.92209 -2.67706 4.64624 -0.145 0.005 0.077
H -0.28749 -3.67437 6.11427 -0.013 -0.017 -0.011
C -2.35786 1.70793 2.20040 -0.037 -0.033 -0.071
C -1.77600 6.59215 -0.98374 -0.101 0.108 -0.064
C 0.15470 -0.82231 2.04633 -0.005 0.021 0.088
N -5.35379 8.55507 -3.57774 0.053 -0.039 0.020
C 6.30142 -0.10180 -0.20239 0.067 0.134 -0.077
C -2.03120 2.66320 3.15395 0.020 -0.010 0.079
H -2.85497 -5.08424 1.25115 -0.001 -0.011 0.004
N -3.63367 -0.60507 0.87358 -0.004 -0.204 -0.128
C -2.97749 -1.77531 0.56473 0.042 0.110 -0.031
H -5.61648 1.48786 1.82921 0.011 0.032 0.021
H 7.74671 -3.64949 0.35576 0.020 0.005 -0.032
C -0.10525 -1.58566 4.42583 0.037 -0.113 0.057
Rb -0.49678 0.96774 -1.47016 0.009 0.286 -0.155
H -1.07057 -2.03591 4.18733 -0.016 0.028 0.004
C -3.65107 3.33841 1.00554 0.086 0.025 0.007
N 4.55354 1.20804 -1.32040 -0.131 0.122 0.141
P -3.53963 0.79145 -0.18360 -0.532 0.292 0.284
C -2.63018 8.86670 -1.22010 0.031 0.379 0.143
C 7.84513 -1.84442 -0.81701 0.070 0.074 -0.107
C -8.14456 1.30962 -0.41138 -0.034 0.003 0.039
N 0.61344 0.24779 1.43742 0.203 0.048 -0.252
C -2.79569 4.70658 -2.13399 -0.053 0.161 0.084
H -4.16155 -3.05941 1.83978 -0.004 0.031 0.004
H -7.91169 0.93115 -2.50620 0.037 0.009 -0.010
C -1.28255 -2.77282 -0.62758 -0.044 -0.085 0.019
C -7.40746 1.04071 -1.55377 -0.040 -0.019 -0.042
C -1.77053 5.21374 -1.26246 -0.114 0.056 -0.027
N -2.59707 9.98431 -0.93674 0.029 -0.067 -0.019
C -5.36722 1.07188 -0.26586 0.069 -0.055 0.035
H -9.22222 1.40869 -0.46672 0.008 0.005 -0.023
C -6.02571 0.92174 -1.48074 0.086 0.018 -0.032
H 2.34472 -1.93587 3.22423 -0.043 0.046 0.038
H 7.67916 0.04319 -1.83466 0.015 -0.005 0.001
C 5.69872 1.26508 -0.43329 -0.013 -0.233 -0.008
N 0.78867 0.54088 3.65666 0.066 0.132 0.105
H -1.38702 2.39776 3.98491 -0.012 -0.001 -0.026
C -3.64406 6.99148 -2.45411 0.333 -0.150 0.260
C 1.02736 -2.78963 -5.96189 0.122 -0.044 -0.178
C -3.33835 4.28685 1.96418 0.007 -0.004 -0.026
C -7.49754 1.46209 0.80801 0.009 -0.007 0.039
C 5.74488 -3.04595 2.02452 -0.141 -0.606 0.530
N -1.96466 -1.67477 -0.29869 0.224 -0.002 -0.016
C 1.56654 -4.70294 5.77858 -0.153 -0.022 0.107
C -2.59752 -4.12673 0.81426 -0.038 0.153 -0.004
C 5.80941 -0.91167 0.80666 0.024 -0.215 0.121
H -5.44212 0.73314 -2.37359 -0.013 0.040 -0.015
C 3.05002 -3.71878 4.17281 -0.652 0.171 0.282
H 3.48662 -5.52037 5.23807 -0.019 -0.008 0.029
Se 0.85958 -3.85763 -3.29570 0.003 -0.015 0.182
H 6.41925 1.92957 -0.90320 -0.015 0.053 0.022
H 2.92373 -5.34731 -4.83356 -0.015 -0.013 0.008
H 1.33706 -5.49111 6.48432 0.020 0.006 0.006

***

(2)
105
Properties=species:S:1:pos:R:3:forces:R:3 method="wB97M-V/def2-TZVPD" fmax_ev_per_a=3.48 charge=+1 homo_ev=-11.060 e_lumo_ev=-4.13 multiplicity=1 homo_lumo_gap_ha=0.255
N -4.25701 2.11027 -1.41568 -0.787 -0.512 0.553
C 1.57965 6.00798 -3.69593 0.779 0.963 0.789
F 0.87167 0.35478 -2.29582 -0.486 0.950 1.791
C -1.30951 -2.47364 3.63395 0.772 1.090 -0.311
H 3.44813 -2.12738 2.31139 -0.114 1.219 -0.444
C 2.11433 -0.88519 1.08734 1.794 -0.116 0.416
C 0.49804 -3.20813 -1.86949 1.458 -1.853 -0.203
O 0.60253 2.44772 -0.29344 -0.476 -2.083 -0.391
C 2.21034 3.74738 0.95426 0.958 0.162 0.180
C -2.38893 -1.03996 -1.69533 -0.569 -1.166 -1.436
C 1.23326 0.43879 5.40384 -0.383 1.382 -0.567
F 2.54958 1.91491 -4.81318 0.211 -2.037 -0.004
C -2.00947 2.58547 -1.89420 1.005 -0.432 0.485
C 3.76181 4.79970 2.56010 1.106 0.551 -0.392
C 2.24015 5.48313 -1.41659 -0.514 0.071 0.464
F 3.64341 0.03611 -4.02690 -0.269 -0.038 -0.458
C -1.39581 -1.75247 2.40382 -2.121 -2.298 0.691
N -6.06845 -6.34203 -2.06347 -0.021 -1.491 -0.612
H 4.78044 5.26790 2.75969 -1.458 -0.881 -0.260
H 0.72995 2.84623 -2.95484 0.188 -0.372 0.103
C -0.69070 1.19996 3.48973 0.671 -1.092 -1.642
C -3.85528 -5.63430 -1.55780 -1.105 -0.642 -0.921
C 1.51830 4.32226 3.19909 -0.867 1.394 0.506
H -4.51329 -1.56586 -1.95071 0.510 -0.323 -0.097
H 2.82997 5.42126 4.47477 0.305 -0.527 -0.929
B 2.59067 0.55299 -4.63964 -1.056 1.722 0.711
H 0.07620 -5.28098 -1.13761 0.434 0.380 -0.411
N -1.74077 1.30464 -1.61030 -0.136 -0.972 -1.004
H -2.86611 -5.95941 -1.28163 0.161 0.459 0.397
C -4.01036 0.80438 -1.30588 0.361 1.098 -1.236
C 4.30647 0.79409 0.68712 -1.302 -1.692 -0.117
H 1.27105 -2.39113 2.28516 -0.445 0.224 -0.768
H 5.33256 -0.41509 2.15665 0.021 -0.117 -0.017
C -2.55682 -2.05499 1.60025 1.877 -0.171 1.603
H -1.14997 3.23084 -2.17862 -0.822 -0.387 0.654
C 2.96957 2.14398 -0.90931 -1.477 -0.419 0.922
C 1.02527 -0.29346 4.24564 1.228 -2.061 -1.119
H 1.62368 -1.22555 4.07161 -0.321 0.999 0.340
H 4.34824 3.94675 0.66149 -0.127 0.455 0.086
C -4.81112 -6.64387 -1.68487 -0.647 1.928 0.332
C -0.87215 -2.70586 -1.76406 1.033 1.228 -0.980
C 0.79427 -4.60488 -1.63347 -0.432 1.494 0.416
C 1.14192 3.82405 -2.76628 -0.198 0.572 0.394
H -4.20427 -4.25855 3.68780 0.558 0.364 -0.447
C 3.36184 -1.18343 1.71365 -0.459 0.091 0.195
H -2.72566 -1.59741 0.65411 0.150 0.240 -0.497
N 1.99401 0.11594 0.21342 1.158 1.256 -0.117
N -1.09033 -1.34858 -1.76392 -1.188 -1.588 1.985
H -1.47127 1.52782 2.75676 0.896 -0.486 0.633
H -4.87077 0.16746 -1.15812 0.116 0.007 0.269
C 2.73581 4.90329 3.49322 0.291 0.157 0.795
C -0.44336 1.99095 4.57799 0.651 -1.531 1.062
C 3.51243 4.17435 1.32439 -0.252 -0.432 -0.054
H -5.50106 -3.19806 -3.19514 -0.740 0.143 -0.008
C 1.23532 3.89992 1.91915 -2.204 -1.771 -0.527
H 3.88794 -4.79735 -2.51842 -0.730 1.063 -0.088
C -3.41205 -3.58328 3.31949 -0.040 -0.512 -0.468
C 4.41468 -0.27863 1.60145 -0.547 -0.100 -0.964
Ti 0.01935 0.68881 -0.59991 2.795 0.889 -1.873
H 0.83520 4.38635 -4.81013 -0.406 -0.090 -0.015
N 1.47708 -2.41417 -2.30236 -0.901 0.453 0.680
C -3.46073 -3.01062 2.04618 -1.502 -0.731 -1.387
C 2.91348 -4.27554 -2.34080 1.682 -0.988 0.109
F 1.50863 -0.15348 -4.93633 0.987 0.227 -0.228
H 3.51717 -2.29177 -2.76517 -0.761 -0.029 0.205
C -2.28216 -3.35883 4.08645 -0.233 0.487 -0.518
C 3.10113 0.93668 -0.04153 0.449 -0.269 1.864
H 2.77275 5.78910 -0.47914 -0.752 -0.261 -1.001
H 0.64093 2.15068 6.55657 -0.465 -0.417 -1.591
H -4.20776 -3.41417 1.26181 0.838 1.000 1.594
H 0.71344 4.43199 3.94365 0.419 -0.306 -0.506
H -0.45755 -2.22602 4.29613 -0.595 -0.472 -0.468
C 2.66949 -2.93017 -2.45296 1.696 0.576 -1.023
C 0.45622 1.58164 5.59029 0.595 0.574 0.821
N 1.99579 -5.08623 -1.89639 -1.405 -1.206 0.547
O -0.68753 -0.06728 0.87833 0.752 0.171 0.329
C 1.70931 4.15935 -1.52318 0.351 1.875 -1.130
H 3.86337 2.71913 -0.95123 0.874 0.130 -0.073
H 1.75615 6.62832 -4.56657 -0.542 0.161 0.048
H 2.12132 0.29224 6.00496 -0.382 -0.489 0.353
C -3.48554 -1.93784 -1.94316 1.190 1.346 1.277
H 5.20004 1.35463 0.45253 -0.304 0.454 0.074
H -2.18128 -3.89399 5.00989 0.195 0.095 0.439
C 0.93473 -1.70197 1.47629 -0.348 -1.170 -0.097
C 1.85341 3.12832 -0.42535 0.176 -0.077 0.498
H 0.19352 3.50093 1.67383 1.551 0.765 0.462
C -3.17472 -3.26537 -1.95334 -0.742 -1.214 -0.040
H 0.55601 -2.28542 0.59401 0.350 0.257 0.848
H -1.54871 -4.65580 -2.28133 -0.407 0.874 0.993
C -4.20425 -4.32840 -2.01340 0.802 -0.939 -0.127
H -4.67843 -7.67491 -1.42124 0.424 -0.238 0.231
C -3.31482 2.97397 -1.75386 -0.562 -1.394 0.135
H -7.32688 -4.99305 -3.03611 0.059 -0.533 0.062
H -1.00504 2.86676 4.62929 -0.775 1.396 0.573
C 1.07779 4.74370 -3.82066 0.591 -1.061 0.006
C 2.07604 6.43263 -2.45340 0.276 -1.771 0.373
H -3.67972 3.93709 -1.83621 -0.188 2.036 -0.479
H 2.71282 1.80235 -1.87584 -0.334 -0.061 -1.274
C -2.71837 0.35016 -1.55923 -0.420 2.350 0.910
C -0.24670 -0.88627 1.99391 -0.012 1.799 0.649
C -6.33387 -5.20839 -2.63957 0.283 2.555 0.219
C -1.84375 -3.65444 -1.89276 -0.152 -0.472 -1.172
C -5.41669 -4.11536 -2.63789 0.378 -1.380 0.174
C 0.12320 0.02971 3.25629 -2.135 1.220 -0.681
H 2.43714 7.42919 -2.29803 0.214 0.320 -0.077